Record 1
The following is a quantum chemistry calculation of a 5-piece molecular cluster, C18H28Br2O12 overall at a distorted geometry, from the OMol25 dataset.

Structure (XYZ):
```
60
C18H28Br2O12 ωB97M-V/def2-TZVPD
Br -1.36 1.18 -3.93
Br 1.90 2.32 -0.87
O -0.32 -2.83 0.14
O -3.31 -2.59 -3.30
O -4.82 -4.05 -2.57
O -0.56 5.78 1.03
O -0.80 5.26 -1.16
O -2.85 -4.76 -3.33
O -2.20 4.44 0.37
O 1.80 -3.29 -0.40
O 0.30 -0.31 5.03
O 1.00 -0.52 2.89
O 0.55 -2.03 -1.76
O 1.46 1.32 4.01
C 2.54 -4.07 1.79
C -1.12 -4.80 -5.04
C 2.04 0.15 2.19
C 0.88 0.15 4.09
C 0.15 -3.74 1.16
C 1.91 1.59 2.65
C -1.48 6.53 3.13
C -1.63 -4.18 -3.76
C -3.74 -3.83 -3.01
C 0.69 -2.65 -0.74
C -2.45 4.62 1.77
C 1.54 -4.20 0.70
C -1.19 5.20 -0.03
C 3.22 2.33 2.71
C 0.62 2.28 -2.32
C -1.97 -2.66 -3.78
C -1.16 5.33 2.25
C 0.22 0.91 -2.80
H -0.12 0.22 -2.05
H -0.57 6.95 3.56
H -2.29 6.45 3.84
H 1.20 2.12 2.03
H -0.07 -4.59 -5.21
H 0.16 -3.18 2.10
H 3.95 1.84 3.38
H 2.28 -4.58 2.71
H -0.88 -4.31 -2.97
H -1.80 7.29 2.41
H -2.58 3.63 2.21
H 3.03 -0.30 2.30
H -0.56 4.52 2.67
H 2.86 -3.06 2.01
H -1.32 -2.17 -3.05
H 3.74 2.25 1.75
H 3.16 3.29 3.22
H -0.26 2.79 -1.91
H 1.00 2.99 -3.05
H -0.54 -4.58 1.24
H 1.46 -5.18 0.23
H 1.01 0.42 -3.37
H 3.51 -4.48 1.46
H -1.78 -2.21 -4.76
H -3.39 5.17 1.83
H -1.31 -5.87 -4.94
H 1.93 0.09 1.10
H -1.68 -4.35 -5.86
```

The calculated total energy is -183775.6755 eV. The SMILES is C[C@H]1COC(=O)O1.C[C@H]1COC(=O)O1.C[C@H]1COC(=O)O1.C[C@H]1COC(=O)O1.BrCCBr. For the HOMO energy, the calculation gives -10.19 eV. For the frontier orbital gap, the calculation gives 10.507 eV.


Record 2
The following is a quantum chemistry calculation of one molecule with the formula C4H7N3 at a distorted geometry, from the OMol25 dataset.

Structure (XYZ):
```
14
C4H7N3 ωB97M-V/def2-TZVPD
N 1.90 -1.70 -0.86
N 0.12 0.97 0.44
N 0.70 -1.76 -1.67
C -1.23 1.43 0.62
C -0.21 -1.07 -1.09
C 0.26 -0.44 0.23
C 1.66 -0.97 0.17
H -1.88 1.24 -0.25
H -1.70 1.00 1.49
H -1.22 2.53 0.75
H 0.60 1.53 -0.25
H -1.19 -1.00 -1.56
H 2.43 -0.78 0.93
H -0.24 -0.99 1.05
```

The calculated total energy is -8729.7222 eV. The SMILES is CNC1C=NN=C1. For the HOMO energy, the calculation gives -9.29 eV. For the frontier orbital gap, the calculation gives 9.702 eV.


Record 3
The following is a quantum chemistry calculation of one molecule with the formula C5H11NO2 at a distorted geometry, from the OMol25 dataset.

Structure (XYZ):
```
19
C5H11NO2 ωB97M-V/def2-TZVPD
O 1.41 0.96 0.16
O -2.18 0.67 -0.37
N -0.29 0.74 1.82
C 0.88 -1.65 0.87
C -0.96 1.38 -0.51
C 0.73 -0.51 -0.08
C 0.09 0.73 0.42
C 0.84 -0.86 -1.53
H 0.97 -1.28 1.89
H -0.01 -1.45 -1.86
H -2.88 1.16 -0.82
H -1.05 2.42 -0.18
H -1.28 0.56 1.90
H -0.61 1.39 -1.55
H 0.97 0.03 -2.15
H -0.08 1.66 2.20
H 1.74 -2.27 0.63
H -0.04 -2.24 0.82
H 1.75 -1.45 -1.67
```

The calculated total energy is -10947.0572 eV. The SMILES is CC1(C)O[C@@]1(N)CO. For the HOMO energy, the calculation gives -9.17 eV. For the frontier orbital gap, the calculation gives 9.921 eV.


Record 4
The following is a quantum chemistry calculation of a 9-piece molecular cluster, C6H29NO8 overall at a distorted geometry, from the OMol25 dataset.

Structure (XYZ):
```
44
C6H29NO8 ωB97M-V/def2-TZVPD
O -1.46 -3.46 0.06
O 0.97 -3.51 1.28
O 2.14 -2.71 -1.12
O -1.94 -1.90 -2.60
O -1.18 3.61 2.57
O 0.76 -1.62 3.24
O 0.06 -3.78 -2.44
O 0.26 -0.38 -2.46
N -1.11 3.58 -1.32
C -0.85 0.96 0.01
C 2.27 2.77 1.26
C 0.01 3.22 -0.55
C -1.75 0.88 1.24
C 1.50 1.59 0.66
C 0.23 2.03 0.03
H -1.60 4.44 -1.12
H -1.07 3.67 1.61
H 1.38 -2.97 -1.69
H 1.65 -1.45 3.56
H 0.51 -0.23 -3.38
H -0.73 -3.22 -2.60
H 3.18 2.46 1.80
H -0.31 0.04 -0.24
H -1.14 -1.28 -2.56
H 1.03 -0.82 -2.06
H -1.95 -3.38 0.89
H 2.13 0.89 0.10
H -2.54 1.63 1.25
H 0.07 -3.72 0.94
H -2.19 -0.09 1.42
H 0.73 -2.31 2.54
H -1.14 1.03 2.14
H 2.74 3.33 0.42
H -1.68 -2.65 -0.44
H -0.79 2.78 2.84
H 1.22 0.95 1.52
H -2.52 -1.27 -3.05
H 1.38 -2.85 0.70
H 2.83 -3.28 -1.50
H -0.23 -4.51 -1.88
H -1.47 1.17 -0.87
H 0.69 4.07 -0.54
H -1.76 2.86 -1.57
H 1.63 3.41 1.87
```

The calculated total energy is -24562.7003 eV. The SMILES is CCC(=CN)CC.O.O.O.O.O.O.O.O. For the HOMO energy, the calculation gives -8.10 eV. For the frontier orbital gap, the calculation gives 8.069 eV.


Record 5
The following is a quantum chemistry calculation of a 8-piece molecular cluster, C18H28F2N6O12 overall at a distorted geometry, from the OMol25 dataset.

Structure (XYZ):
```
66
C18H28F2N6O12 ωB97M-V/def2-TZVPD
F -1.40 3.52 -3.20
F 2.94 -0.92 -0.78
O -3.93 -1.79 -3.41
O -4.01 -4.01 2.03
O -4.05 2.25 3.07
O 1.52 -3.78 -1.81
O 2.79 -5.49 -1.35
O 5.82 1.27 3.12
O -2.79 -2.77 -1.84
O -1.90 2.30 2.82
O -4.20 -1.85 2.21
O 4.73 0.04 4.47
O 2.68 4.74 0.41
O 1.32 5.54 1.92
N -3.54 -2.84 2.00
N 5.23 0.23 3.39
N 1.56 5.19 0.77
N -3.85 -2.38 -2.35
N -2.89 2.01 3.50
N 2.16 -4.49 -1.03
C 0.41 5.01 -0.15
C 1.38 0.79 -4.27
C -0.50 0.93 0.33
C 1.93 0.95 0.27
C 0.64 -0.72 -0.91
C -0.87 1.23 -3.56
C 1.86 -0.23 -0.40
C -2.74 1.12 4.71
C 0.10 0.32 -4.00
C -0.53 -0.17 -0.48
C -5.14 -2.66 -1.67
C -2.12 -2.72 1.59
C -0.49 2.60 -3.49
C 0.76 1.50 0.62
C 2.07 -4.21 0.44
C 0.81 3.04 -3.81
C 1.75 2.08 -4.20
C 5.14 -0.84 2.42
H -0.48 4.71 0.41
H 2.86 1.40 0.62
H -1.86 0.89 -3.29
H -1.86 1.30 5.33
H -2.70 0.12 4.29
H 1.65 -5.16 0.77
H 2.76 2.38 -4.44
H 1.13 4.07 -3.79
H 0.73 4.20 -0.81
H -5.25 -1.95 -0.85
H 6.03 -0.77 1.79
H -1.45 -0.62 -0.84
H -1.40 1.45 0.61
H -1.56 -2.88 2.51
H -2.02 -1.71 1.19
H -5.95 -2.47 -2.38
H -3.70 1.18 5.23
H 0.65 -1.57 -1.57
H 0.18 5.91 -0.72
H -5.25 -3.69 -1.32
H 5.19 -1.64 3.15
H 4.24 -0.82 1.80
H 1.39 -3.40 0.67
H -0.14 -0.72 -4.11
H 0.78 2.45 1.14
H 2.15 0.09 -4.58
H 3.04 -4.00 0.88
H -1.84 -3.50 0.90
```

The calculated total energy is -58047.3289 eV. The SMILES is C[N+](=O)[O-].C[N+](=O)[O-].C[N+](=O)[O-].C[N+](=O)[O-].C[N+](=O)[O-].C[N+](=O)[O-].Fc1ccccc1.Fc1ccccc1. For the HOMO energy, the calculation gives -9.09 eV. For the frontier orbital gap, the calculation gives 8.648 eV.


Record 6
The following is a quantum chemistry calculation of an isolated ion of composition CH2NO3S and charge -1 at a distorted geometry, from the OMol25 dataset.

Structure (XYZ):
```
8
CH2NO3S ωB97M-V/def2-TZVPD
S -2.21 -0.59 0.06
O 0.55 -1.66 0.18
O 1.66 0.34 0.08
O -0.69 1.73 0.14
N 0.49 -0.24 0.03
C -0.77 0.19 0.12
H -0.54 1.91 -0.74
H 1.51 -1.69 0.12
```

The calculated total energy is -19534.8869 eV. The SMILES is [O-]N(O)C(O)=S. For the HOMO energy, the calculation gives -2.92 eV. Its charge is -1. For the frontier orbital gap, the calculation gives 6.757 eV.


Record 7
The following is a quantum chemistry calculation of C15H24Br12N2O4P2 as an isolated structure at a distorted geometry, from the OMol25 dataset.

Structure (XYZ):
```
59
C15H24Br12N2O4P2 ωB97M-V/def2-TZVPD
Br -2.66 -5.68 3.63
Br 5.50 -1.44 -2.54
Br -5.61 -7.91 7.68
Br -5.71 -4.93 8.81
Br 3.99 -0.35 -5.12
Br -2.32 -2.52 3.47
Br 2.87 -2.89 -3.55
Br -6.56 -5.52 5.80
Br 3.37 -1.83 0.62
Br -2.06 -4.01 6.27
Br 1.43 -2.55 3.01
Br 0.45 -2.94 -0.02
P -3.00 -1.12 -1.10
P 1.49 3.83 -0.79
O 1.45 3.50 -2.36
O 2.21 5.09 -0.51
O -2.03 -1.69 -2.07
O 2.10 2.58 0.00
N -0.15 0.30 0.55
N -1.36 1.40 -3.71
C -5.42 -6.04 7.26
C 1.71 1.00 -2.61
C 4.04 1.13 -0.21
C -1.79 -4.14 4.37
C -2.75 1.66 -1.53
C 4.44 -1.91 -4.07
C 1.93 -2.98 1.20
C -2.56 0.56 -0.44
C -0.23 3.92 -0.23
C -1.93 1.43 -2.74
C 3.55 2.54 0.16
C 2.21 2.42 -2.94
C -1.18 0.43 0.06
C -2.63 3.12 -1.00
C -1.35 3.92 -1.33
H -0.95 3.67 -2.32
H -0.41 3.17 0.55
H 4.77 0.74 0.50
H -3.51 3.67 -1.36
H 4.42 1.10 -1.24
H 5.04 -2.55 -4.70
H -0.73 -4.25 4.20
H -2.73 3.09 0.10
H 2.31 -4.00 1.21
H 1.05 1.03 -1.74
H 2.54 0.33 -2.35
H -4.31 -0.95 -1.61
H -3.10 -1.89 0.07
H 4.02 3.29 -0.48
H -3.79 1.53 -1.88
H 2.11 2.57 -4.03
H 3.17 0.47 -0.18
H -0.26 4.90 0.26
H 3.28 2.54 -2.73
H 1.16 0.57 -3.45
H -4.40 -5.88 6.94
H -3.24 0.76 0.40
H 3.77 2.74 1.21
H -1.67 4.97 -1.39
```

The calculated total energy is -886201.5990 eV. For the HOMO energy, the calculation gives -10.00 eV. For the frontier orbital gap, the calculation gives 9.671 eV.


Record 8
The following is a quantum chemistry calculation of one molecule with the formula C2H8N3O2PS2 at a distorted geometry, from the OMol25 dataset.

Structure (XYZ):
```
18
C2H8N3O2PS2 ωB97M-V/def2-TZVPD
S 2.41 1.68 0.85
S 1.56 -1.48 -0.03
P 0.89 0.48 -0.18
O -0.41 0.55 0.84
O 0.50 0.93 -1.51
N -1.49 -0.17 0.32
N 1.40 -1.71 1.66
N 3.60 1.37 -0.35
C -3.43 -0.40 -0.94
C -2.40 0.46 -0.30
H 3.99 2.24 -0.57
H 2.05 -2.17 2.21
H -4.31 -0.62 -0.33
H -3.73 0.01 -1.91
H 4.37 0.67 -0.01
H -2.52 1.56 -0.30
H -2.89 -1.31 -1.13
H 0.42 -2.10 1.67
```

The calculated total energy is -41727.1834 eV. The SMILES is C/C=N/OP(=O)(SN)SN. For the HOMO energy, the calculation gives -9.14 eV. For the frontier orbital gap, the calculation gives 9.538 eV.